w.
The following is a quantum chemistry calculation of the molecule CH3NO2S, from the OMol25 dataset.

As for the LUMO energy: 0.5 eV. The frontier orbital gap comes out at 10.86 eV. As for the structure (SMILES): O=S1(=O)CN1.

Each line ends with the natural charge from an NBO analysis.
Geometry (Å):
O 2.3675 1.3370 0.0175  -0.89
S 1.8398 0.0358 -0.0342  2.25
O 2.6354 -1.1517 -0.1346  -0.89
C 0.1452 -0.2935 -0.4433  -0.47
N 0.5738 -0.1769 1.0190  -0.85
H 0.0004 -1.2568 -0.8882  0.23
H -0.2000 0.4966 -1.1193  0.22
H 0.1231 0.6134 1.5919  0.41

x.
The following is a quantum chemistry calculation of the molecule CH3NO2S, from the OMol25 dataset.

As for the LUMO energy: 0.2 eV. The frontier orbital gap comes out at 9.82 eV. As for the structure (SMILES): O=[N+]([O-])CS.

Each line ends with the natural charge from an NBO analysis.
Geometry (Å):
O -0.5763 1.2699 -0.9516  -0.37
N 0.4222 0.7811 -0.5673  0.55
O 1.5313 1.0092 -0.7981  -0.35
C 0.2993 -0.5096 0.2313  -0.53
S -0.9464 -0.3533 1.4295  -0.01
H -0.0431 -1.5238 -0.5408  0.25
H 1.3911 -0.7739 0.6225  0.28
H -2.0781 0.1004 0.5745  0.18

y.
The following is a quantum chemistry calculation of a cluster of 2 separate species, CH3NO2S in total, from the OMol25 dataset.

As for the LUMO energy: -1.4 eV. The frontier orbital gap comes out at 9.55 eV.

Each line ends with the natural charge from an NBO analysis.
Geometry (Å):
C -0.6677 -0.2542 -0.5783  -0.54
N -0.3401 -0.5186 0.9300  -0.73
O 1.4280 1.4499 0.1083  -0.87
O 1.8938 -0.9934 -0.0871  -0.88
S 0.9147 0.0442 0.0454  2.19
H -0.9996 -1.1470 -1.0663  0.24
H -1.0573 0.7276 -0.9756  0.24
H -1.1718 0.6913 1.6236  0.36

z.
The following is a quantum chemistry calculation of the molecule CH3NO2S, from the OMol25 dataset.

As for the LUMO energy: -0.5 eV. The frontier orbital gap comes out at 9.16 eV.

Each line ends with the natural charge from an NBO analysis.
Geometry (Å):
C 0.1017 1.3721 -0.1801  -0.24
N -0.1296 -0.8630 0.2374  -0.45
O -0.8493 -3.1039 0.6753  -0.87
O 0.7064 0.1276 -0.2287  -0.37
S 0.2700 -2.3462 0.1722  1.35
H 0.8885 1.9263 -0.4227  0.19
H -0.4722 1.5017 0.8529  0.20
H -0.5156 1.3854 -1.1063  0.18

Last place for stability: y

w.
The following is a quantum chemistry calculation of a cluster of 3 separate species, C6H10O4 in total, from the OMol25 dataset.

As for the LUMO energy: -1.2 eV. The frontier orbital gap comes out at 8.15 eV.

Each line ends with the natural charge from an NBO analysis.
Geometry (Å):
C 1.3035 -0.6820 0.0657  0.05
C 1.6624 0.6421 0.6708  -0.49
C 0.5742 1.5270 -0.0363  0.20
C -0.8387 1.1056 0.1193  -0.08
C -1.1637 0.0326 -0.6964  0.00
C -0.2169 -1.1333 -0.0665  0.08
H 2.4213 -0.2780 -1.4962  0.42
H 1.5565 -1.6678 0.6457  0.22
H 1.5368 0.3758 1.7358  0.24
H 2.5891 1.1035 0.6535  0.24
H 0.8046 1.2624 -1.1531  0.09
H -0.9806 0.7160 1.0269  0.17
H -1.1479 0.3060 -1.8074  0.23
H -3.0575 0.1917 0.4566  0.40
H -0.3270 -2.0627 -0.8784  0.20
H -1.7274 -0.5926 1.2612  0.41
O 2.2164 -1.1441 -0.8127  -0.68
O -0.2945 2.3865 0.0395  -0.40
O -2.4668 -0.7390 -0.5527  -0.62
O -0.6543 -1.5416 1.2278  -0.70

x.
The following is a quantum chemistry calculation of the molecule C6H10O4, from the OMol25 dataset.

As for the LUMO energy: 0.5 eV. The frontier orbital gap comes out at 10.41 eV. As for the structure (SMILES): O[C@@H]1[C@@H](O)[C@H](O)C=C[C@H]1O.

Each line ends with the natural charge from an NBO analysis.
Geometry (Å):
O 1.4832 1.3036 0.8450  -0.72
C 1.1073 0.5087 -0.2196  0.08
C -0.2250 0.9248 -0.7795  0.07
O -0.6187 0.4915 -2.0839  -0.74
C -1.4061 0.5066 0.2632  0.04
O -1.4755 1.6278 1.3080  -0.75
C -1.1290 -0.9238 0.8942  -0.23
C 0.0601 -1.4436 0.7402  -0.16
C 1.2425 -0.9782 -0.0599  0.01
O 1.1705 -1.6085 -1.3500  -0.72
H 0.6892 1.7097 1.3509  0.51
H 1.7997 0.6034 -1.1790  0.14
H -0.2338 2.0934 -0.7281  0.21
H -0.2855 -0.4930 -2.3142  0.50
H -2.3497 0.5384 -0.2039  0.19
H -1.8099 1.1902 2.0731  0.47
H -1.9710 -1.3451 1.3569  0.21
H 0.1513 -2.3969 1.5057  0.21
H 2.0764 -1.3095 0.6737  0.20
H 1.7240 -0.9995 -2.0929  0.48

Last place for stability: w